A structure of composition H30O15 in a non-equilibrium geometry. Source: OMol25; level of theory: the ωB97M-V functional and the def2-TZVPD basis.

The geometry in XYZ format:
```
45
Properties=species:S:1:pos:R:3:forces:R:3:nbo_charge:R:1
H 4.123 -0.902 0.080 -0.019 -0.328 0.372 0.471
O -1.309 -0.033 4.190 -0.397 0.160 -0.141 -0.924
H -1.693 1.741 -1.082 -0.498 0.206 -0.241 0.427
H -1.580 0.177 5.090 0.135 -0.081 -0.029 0.474
O -0.769 1.906 -0.864 -6.245 7.422 -5.795 -0.896
H 0.703 3.139 2.840 0.011 -0.192 -0.041 0.456
H -1.109 -1.715 -1.549 -0.143 0.209 0.223 0.484
O 2.719 -2.471 0.077 1.162 1.006 -0.133 -0.907
H 5.267 0.083 0.252 -0.029 0.054 0.176 0.460
H -3.225 -0.283 1.361 0.178 0.014 0.282 0.457
O 0.815 -3.831 -0.161 0.240 -1.681 0.327 -0.965
O -2.865 -1.176 1.311 -0.093 0.231 0.137 -0.921
O 4.483 -0.255 0.698 0.273 0.331 -0.274 -0.944
H 1.493 0.685 -2.743 0.065 0.248 -0.071 0.454
H -1.948 2.101 1.127 0.159 0.073 -0.023 0.451
O 0.498 -2.235 4.266 0.253 -0.113 -0.098 -0.947
O 1.083 2.572 2.160 0.949 0.100 0.388 -0.915
H 0.477 0.548 -1.157 0.159 0.001 0.935 0.468
H -1.290 -3.223 -1.601 -0.113 -0.004 -0.003 0.474
H 0.764 0.205 0.296 0.760 -0.994 0.508 0.418
H 0.291 -1.613 3.560 -0.018 0.123 0.179 0.478
H 0.824 4.338 -2.803 0.067 0.029 0.131 0.475
H 0.108 -4.486 -0.175 -0.007 0.121 0.100 0.442
H -0.575 3.754 -2.912 0.002 -0.074 -0.005 0.471
H -5.368 -0.504 -0.991 -0.032 -0.142 -0.093 0.458
H 0.423 -3.054 -0.573 -0.084 -0.110 0.224 0.483
H 2.692 -1.877 -0.681 -0.323 -0.114 -0.061 0.446
H -1.893 -0.754 3.931 0.152 0.064 0.253 0.452
H 0.710 0.037 -4.689 -0.103 -0.068 -0.177 0.454
H 0.520 0.502 -6.124 -0.067 -0.058 0.003 0.471
H -0.646 2.842 -1.055 -0.178 0.518 0.036 0.469
O 0.101 0.614 -0.271 5.434 -8.609 3.664 -0.900
O -1.034 -2.508 -1.007 -0.891 0.704 -0.855 -0.923
O 0.231 3.702 -2.386 0.265 0.614 -0.726 -0.938
H 1.997 2.450 2.441 0.067 0.036 0.005 0.461
H -1.347 3.351 1.748 -0.114 -0.017 0.203 0.446
H -4.031 -0.862 -0.363 0.059 -0.486 -0.002 0.473
O 0.143 -0.085 -5.459 0.153 0.111 0.095 -0.924
H 2.245 -1.992 0.767 -0.091 -0.150 0.003 0.474
H 2.957 0.560 -2.353 0.043 0.047 0.064 0.472
O 2.120 0.934 -2.055 0.359 -0.199 -0.482 -0.918
H 1.460 -2.289 4.257 -0.102 -0.102 0.005 0.468
H -2.701 -1.415 2.230 -0.035 -0.108 -0.304 0.467
O -4.753 -1.238 -0.879 -0.149 0.416 -0.132 -0.934
O -1.110 2.559 1.252 -1.216 0.791 1.374 -0.897
```
Positions in Å, forces in eV/Å.

The maximum force comes out at 11.30 eV/Å. For the energy above the lowest of the compared OMol25 structures with the same formula, charge and spin, the calculation gives 9.341 eV. Its multiplicity is 1. The LUMO energy is -0.1722 eV. Its HOMO energy is -7.446 eV. As for the total energy: -31192.3243 eV.